[1]
This record from the OMol25 dataset describes an isolated ion of composition C7H8N and charge +1 at a distorted geometry. The level of theory is wB97M-V/def2-TZVPD.

CARTESIAN COORDINATES (ANGSTROEM)
N (-1.02, 1.86, 0.37)
C (-0.68, 0.33, -0.54)
C (-0.46, -0.83, 0.36)
C (-0.23, -1.98, -0.74)
C (0.61, -1.21, -1.47)
C (0.72, 0.08, -0.67)
C (1.49, 0.11, 0.65)
C (0.70, -0.64, 1.38)
H (-0.60, 1.79, 1.25)
H (-2.01, 2.12, 0.55)
H (-0.65, 2.72, -0.08)
H (-1.52, 0.15, -1.30)
H (-0.57, -2.99, -0.79)
H (1.26, -1.52, -2.38)
H (2.18, 0.88, 0.93)
H (0.77, -0.90, 2.48)

Calculated values
E_HOMO, eV: -12.92
LUMO, eV: -3.708
Orbital gap, eV: 9.21
Net charge: +1
Molecular weight, u: 106.15
SMILES: [NH3+][C@H]1[C@]23C=C[C@]12C=C3
Energy relative to the best compared isomer or geometry (same formula, charge and spin), eV: 3.176

Löwdin population analysis, charges in e, atoms 1 to 6: atom 1 (N): 0.225, atom 2 (C): -0.088, atom 3 (C): -0.078, atom 4 (C): 0.059, atom 5 (C): -0.037, atom 6 (C): -0.134



[2]
This record from the OMol25 dataset describes one molecule with the formula C7H8N2 at a distorted geometry. The level of theory is wB97M-V/def2-TZVPD.

CARTESIAN COORDINATES (ANGSTROEM)
C (-0.21, 0.22, -0.16)
C (-1.26, -0.58, -0.18)
C (-1.22, 2.43, -0.13)
C (-0.16, 1.62, -0.05)
C (-2.63, -0.67, 0.00)
C (0.92, -0.68, -0.16)
C (1.32, -1.25, 1.16)
N (-3.67, -0.93, 0.35)
N (1.58, -1.04, -1.30)
H (-1.08, 3.51, -0.22)
H (-2.19, 2.10, -0.01)
H (0.84, 2.19, -0.15)
H (0.66, -0.82, 1.94)
H (2.46, -1.27, 1.40)
H (1.27, -2.46, 1.03)
H (1.99, -1.90, -1.51)
H (1.36, -0.47, -2.01)

Calculated values
E_HOMO, eV: -7.46
LUMO, eV: -0.299
Orbital gap, eV: 7.16
Net charge: 0
Molecular weight, u: 120.15
Energy relative to the best compared isomer or geometry (same formula, charge and spin), eV: 4.670

Löwdin population analysis, charges in e, atoms 1 to 6: atom 1 (C): -0.366, atom 2 (C): 0.018, atom 3 (C): 0.034, atom 4 (C): -0.151, atom 5 (C): -0.309, atom 6 (C): -0.269



[3]
This record from the OMol25 dataset describes C7H8N2O as an isolated structure at a distorted geometry. The level of theory is wB97M-V/def2-TZVPD.

CARTESIAN COORDINATES (ANGSTROEM)
C (1.20, -1.18, 0.77)
C (-0.49, 0.83, 0.81)
C (-2.11, -0.43, -0.24)
C (-0.93, -1.28, -0.71)
C (0.36, -0.63, -0.28)
C (0.49, 1.57, 1.55)
C (0.91, 0.16, -1.43)
N (1.94, -1.74, 1.44)
N (-1.73, 0.63, 0.72)
O (-3.23, -0.55, -0.63)
H (-1.13, -2.24, -0.33)
H (-1.01, -1.32, -1.75)
H (0.21, 2.63, 1.59)
H (1.40, 1.32, 1.05)
H (0.52, 1.09, 2.58)
H (0.80, -0.29, -2.34)
H (2.11, 0.19, -1.28)
H (0.69, 1.25, -1.54)

Calculated values
E_HOMO, eV: -9.30
LUMO, eV: 0.019
Orbital gap, eV: 9.32
Net charge: 0
Molecular weight, u: 136.15
Energy relative to the best compared isomer or geometry (same formula, charge and spin), eV: 2.609

Löwdin population analysis, charges in e, atoms 1 to 6: atom 1 (C): -0.223, atom 2 (C): -0.180, atom 3 (C): -0.384, atom 4 (C): -0.056, atom 5 (C): -0.330, atom 6 (C): -0.030



[4]
This record from the OMol25 dataset describes one molecule with the formula C7H8N2O2 at a distorted geometry. The level of theory is wB97M-V/def2-TZVPD.

CARTESIAN COORDINATES (ANGSTROEM)
N (-2.00, -2.87, -2.39)
C (-1.07, -2.32, -2.00)
C (-0.06, -1.59, -1.35)
C (1.38, -1.69, -1.52)
N (1.87, -2.82, -2.16)
O (2.18, -0.89, -1.04)
C (-0.70, -0.24, -0.74)
O (-1.98, 0.02, -1.16)
C (-0.04, 0.45, 0.34)
C (-0.60, 1.75, 0.96)
C (-0.67, 0.47, 1.69)
H (1.28, -3.42, -2.67)
H (2.89, -2.53, -2.36)
H (-2.52, 0.45, -0.59)
H (0.99, 0.30, 0.36)
H (-1.63, 2.16, 0.60)
H (-0.06, 2.62, 1.35)
H (0.02, 0.15, 2.45)
H (-1.69, 0.04, 1.89)

Calculated values
E_HOMO (spin up / spin down), eV: -8.66 / -8.66
LUMO (spin up / spin down), eV: -0.508 / -0.507
Orbital gap (spin up / spin down), eV: 8.16 / 8.16
Net charge: 0
Molecular weight, u: 152.15
SMILES: N#C/C(C(N)=O)=C(\O)C1CC1
Energy relative to the best compared isomer or geometry (same formula, charge and spin), eV: 3.732

Löwdin population analysis, charges in e, atoms 1 to 6: atom 1 (N): 0.151, atom 2 (C): -0.264, atom 3 (C): -0.051, atom 4 (C): -0.552, atom 5 (N): 0.147, atom 6 (O): 0.005



Number 1: DFT total energy -325.793603 hartree. Number 2: DFT total energy -380.852068 hartree. Number 3: DFT total energy -456.198373 hartree. Number 4: DFT total energy -531.421907 hartree.